# 1
Below is 15 unconnected molecules or ions with the total composition C46H104Br22N4 at a distorted geometry, with properties calculated with ωB97M-V/def2-TZVPD.

## Properties
ΔE to the lowest compared entry with this formula, charge and spin = 44.78 kcal per mole
Largest force on an atom = 3.8 eV/Å
HOMO-LUMO gap = 8.29 eV
HOMO energy = -8.063 eV

The geometry in ORCA input format:
```
! RIJCOSX wB97M-V def2-TZVPD def2/J DEFGRID3
* xyz 0 1
C 1.3251 1.0165 6.7324
C 0.1881 0.9489 5.7223
N -0.0009 2.1228 4.8756
C -0.4828 3.2699 5.6194
C -0.1249 4.6776 4.9850
C -0.7738 1.8804 3.7166
C 0.0286 1.1378 2.7221
H 1.3283 0.1972 7.4405
H 1.3374 2.0302 7.2810
H 2.2756 1.0372 6.1118
H 0.1345 0.0428 5.1427
H -0.7347 0.9358 6.3909
H -1.5848 3.2086 5.8361
H 0.0269 3.2566 6.5706
H 0.9357 4.7803 4.8483
H -0.6404 4.8760 3.9949
H -0.4969 5.4591 5.6214
H -1.1082 2.8099 3.2408
H -1.7400 1.3674 3.9033
H 0.2541 0.0504 2.8734
H 0.9848 1.5308 2.4954
H -0.5720 1.0767 1.7862
C -7.1781 0.5143 -0.9536
C -6.3629 0.1256 0.2804
N -5.6663 -1.1889 0.2072
C -6.4970 -2.3796 0.2142
C -5.8748 -3.6050 -0.4613
C -4.6581 -1.2759 1.1989
C -3.4325 -0.3502 0.9343
H -7.6371 1.4950 -0.7960
H -7.9975 -0.2344 -1.1480
H -6.5182 0.4582 -1.8351
H -5.6739 0.8753 0.4200
H -7.0718 -0.0226 1.0961
H -6.6920 -2.6798 1.3391
H -7.4941 -2.1781 -0.1822
H -4.8772 -3.7636 -0.1926
H -6.4521 -4.4697 -0.1348
H -5.8972 -3.4298 -1.5112
H -4.2711 -2.2678 1.3119
H -5.0046 -0.9137 2.2331
H -3.6649 0.7596 0.7812
H -2.8096 -0.6284 0.1718
H -2.6863 -0.4056 1.7286
C 2.3775 -4.6557 -4.7075
C 1.2567 -5.3825 -3.9861
N 1.4626 -5.5020 -2.5279
C 1.1652 -4.2226 -1.9327
C 1.7112 -4.1113 -0.4810
C 0.9814 -6.7208 -1.8019
C -0.4580 -6.9710 -1.4238
H 2.5791 -3.5529 -4.4345
H 2.2783 -4.8726 -5.7559
H 3.2834 -5.0962 -4.4422
H 0.3029 -4.8616 -4.1239
H 1.0633 -6.3988 -4.3799
H 1.6059 -3.3898 -2.6424
H 0.0729 -4.0493 -2.0116
H 1.8392 -3.0660 -0.1709
H 1.1655 -4.5279 0.3027
H 2.6984 -4.5094 -0.4446
H 1.5776 -6.6609 -0.8976
H 1.3549 -7.5625 -2.3474
H -0.9071 -6.0531 -0.9024
H -0.4301 -7.8214 -0.7887
H -1.1487 -7.0180 -2.2425
C 1.1210 -4.2038 3.8658
C 0.6673 -2.9247 3.0745
N -0.7653 -2.6790 3.0460
C -1.4912 -3.6021 2.1278
C -1.3392 -3.1630 0.6457
C -1.4078 -2.7512 4.3382
C -2.6993 -1.9126 4.3865
H 0.8313 -4.1050 4.9199
H 2.1613 -4.2032 3.7337
H 0.6074 -5.0257 3.4119
H 1.1834 -2.0135 3.5027
H 1.0054 -2.9923 2.0522
H -1.0771 -4.6387 2.0623
H -2.4982 -3.6924 2.5440
H -1.8964 -2.2602 0.4516
H -0.2453 -2.9494 0.6009
H -1.4390 -3.9632 -0.1026
H -0.7090 -2.2937 5.0346
H -1.6449 -3.8064 4.6744
H -3.0116 -1.9954 5.4189
H -3.3748 -2.2040 3.5788
H -2.4133 -0.8091 4.1397
Br 0.3184 6.7441 -3.7538
C 1.0066 8.3755 -2.9075
C 0.6077 8.5946 -1.4536
Br 1.4914 10.1545 -0.8489
H 0.6966 9.1909 -3.6514
H 2.1042 8.0936 -2.9684
H 1.0312 7.7671 -0.8682
H -0.4945 8.7489 -1.4849
Br -0.5700 -2.4190 -7.8943
C 0.2135 -2.1764 -6.1581
C 1.1785 -1.0422 -6.2390
Br 1.7952 -0.8052 -4.3466
H 0.7927 -3.0818 -5.9794
H -0.5500 -1.9018 -5.4443
H 0.8227 -0.0383 -6.4831
H 2.0213 -1.2696 -6.8885
Br 3.1294 4.8669 -7.5390
C 1.9759 3.2777 -7.0483
C 1.1550 3.6120 -5.8208
Br -0.2358 2.3861 -5.4194
H 2.7172 2.4305 -6.9929
H 1.3900 3.0953 -7.9814
H 0.7194 4.5929 -5.8829
H 1.6925 3.5601 -4.8955
Br -1.7410 -1.1513 -2.5411
C -3.3239 -0.2997 -3.2871
C -4.4188 -1.3578 -3.4017
Br -5.8973 -0.7056 -4.4758
H -3.1089 0.0983 -4.2630
H -3.6532 0.5622 -2.6795
H -4.7867 -1.6666 -2.4944
H -3.9777 -2.3089 -3.7990
Br 5.9482 -4.9302 6.4090
C 5.2107 -5.2282 4.6333
C 6.2551 -5.0553 3.5361
Br 5.4849 -5.8638 1.9270
H 4.3448 -4.6062 4.4651
H 4.9163 -6.2980 4.6070
H 7.1068 -5.6431 3.7679
H 6.5605 -4.0669 3.4290
Br -4.0316 3.4505 -4.3507
C -5.5131 3.8483 -3.1906
C -6.7165 4.5884 -3.8680
Br -7.8895 4.9377 -2.3655
H -5.1225 4.5060 -2.3740
H -5.7456 2.9168 -2.7683
H -7.2298 3.9325 -4.5544
H -6.3519 5.5483 -4.2067
Br 5.8465 0.9892 0.3019
C 5.4227 -0.7856 -0.1335
C 5.2013 -0.8201 -1.6564
Br 4.7178 -2.6863 -2.2578
H 4.5193 -0.9493 0.4632
H 6.1494 -1.5079 0.2595
H 6.1491 -0.5425 -2.0729
H 4.4889 -0.1260 -1.9948
Br 3.9686 6.2997 -1.6015
C 3.3281 4.5296 -2.1137
C 4.0589 4.1150 -3.3595
Br 3.8397 2.2352 -3.6326
H 2.3338 4.6945 -2.3893
H 3.4589 3.7975 -1.3422
H 5.1228 4.3965 -3.3021
H 3.4953 4.5206 -4.2066
Br 4.7557 -1.5216 3.2977
C 4.4810 -0.0209 4.4681
C 5.0601 1.2221 3.8689
Br 5.1059 2.6719 5.1484
H 5.0086 -0.3323 5.3893
H 3.4441 0.0013 4.7401
H 4.5174 1.7297 3.0761
H 6.0539 1.0789 3.6500
Br 1.4689 -0.4540 -0.4781
C 1.1135 1.4553 -0.6174
C -0.0406 1.7748 -1.5551
Br -0.3663 3.7429 -1.4088
H 1.9399 2.0472 -0.8858
H 0.8004 1.9052 0.3620
H -0.9473 1.3291 -1.3252
H 0.1591 1.6088 -2.6261
Br -0.0939 7.8277 2.5451
C 1.4656 6.6878 2.5503
C 1.1979 5.4916 1.6291
Br 2.6561 4.1833 1.7239
H 1.5601 6.4521 3.5701
H 2.3084 7.3024 2.1894
H 1.0930 5.7214 0.5968
H 0.2899 5.0190 1.9480
*
```


# 2
Below is 5 unconnected molecules or ions with the total composition C48H65FO15 at a distorted geometry, with properties calculated with ωB97M-V/def2-TZVPD.

## Properties
SMILES = CCCCCCCCCCCCc1ccc([C@H](C)CC)c2c1C(=O)c1c(CC(=O)F)cccc1C2=O.C[C@@H]1COC(=O)O1.C[C@@H]1COC(=O)O1.C[C@@H]1COC(=O)O1.C[C@@H]1COC(=O)O1
Largest force on an atom = 2.6 eV/Å
HOMO-LUMO gap = 8.27 eV
HOMO energy = -8.767 eV

The geometry in ORCA input format:
```
! RIJCOSX wB97M-V def2-TZVPD def2/J DEFGRID3
* xyz 0 1
C 5.4977 -3.4587 -1.0593
C 6.2355 -3.8871 0.2244
C 5.3113 -4.3287 1.3884
C 4.0425 -3.4756 1.5748
C 4.2784 -1.9397 1.5915
C 3.0082 -1.2551 1.0251
C 3.0655 0.2876 1.0507
C 1.6108 0.8462 0.9651
C 1.5123 2.1644 0.0906
C 0.8297 1.7716 -1.2463
C -0.7005 1.9717 -1.2322
C -1.4399 0.9606 -2.1589
C -1.1609 -0.4701 -1.7083
C -1.9228 -0.9160 -0.6519
C -1.7518 -2.1669 -0.1029
C -0.7824 -3.0045 -0.6302
C -0.5844 -4.3891 -0.0052
C -0.9333 -5.5474 -0.9956
C -1.4214 -4.6240 1.2627
C -0.8722 -3.9187 2.5337
C -0.0220 -2.5775 -1.7125
C -0.2010 -1.2982 -2.2880
C 0.6162 -0.8443 -3.4842
O 0.7804 0.3259 -3.7606
C 1.2507 -1.9413 -4.3039
C 1.6435 -1.7241 -5.6254
C 1.4934 -0.4137 -6.3865
C 0.1639 -0.2922 -7.1425
O 0.0754 0.4809 -8.0635
F -0.8794 -1.0766 -6.7991
C 2.2162 -2.7801 -6.3095
C 2.4447 -4.0141 -5.7338
C 2.0786 -4.2231 -4.4148
C 1.4753 -3.1853 -3.7476
C 1.0561 -3.4390 -2.3072
O 1.6516 -4.3152 -1.7045
H 5.1287 -4.3571 -1.5726
H 6.2101 -2.9687 -1.7354
H 4.6574 -2.7811 -0.8848
H 6.8694 -4.7484 -0.0384
H 6.9352 -3.1217 0.5910
H 5.9202 -4.4161 2.2986
H 4.9784 -5.3536 1.1501
H 3.5959 -3.7544 2.5401
H 3.3156 -3.6928 0.7809
H 5.1723 -1.6213 1.0411
H 4.4064 -1.5979 2.6312
H 2.1718 -1.6075 1.6447
H 2.9207 -1.5888 -0.0204
H 3.5261 0.5870 2.0058
H 3.6978 0.6823 0.2422
H 0.9926 0.0201 0.5886
H 1.2967 1.0934 1.9834
H 2.5476 2.4454 -0.1498
H 0.9679 2.9857 0.5629
H 1.2722 2.3783 -2.0484
H 1.0888 0.7260 -1.4410
H -1.0606 1.8481 -0.2040
H -0.8902 2.9708 -1.6280
H -1.2476 1.1341 -3.2182
H -2.5147 1.1259 -1.9819
H -2.6885 -0.2678 -0.2269
H -2.3983 -2.4306 0.7264
H 0.4690 -4.5236 0.2737
H -0.6884 -6.4906 -0.4966
H -0.4345 -5.4369 -1.9586
H -2.0190 -5.5002 -1.1699
H -1.4130 -5.7023 1.4798
H -2.4831 -4.3783 1.1114
H -1.6968 -3.5140 3.1293
H -0.3976 -4.6724 3.1800
H -0.1063 -3.1656 2.3153
H 1.6915 0.4800 -5.7959
H 2.2466 -0.4271 -7.1838
H 2.5039 -2.6407 -7.3517
H 2.8987 -4.8059 -6.3235
H 2.2754 -5.1855 -3.9523
C -4.6008 4.1348 1.4754
C -3.7258 3.0436 2.0698
C -3.5828 3.0859 3.5701
O -2.3139 2.4509 3.7700
C -1.5792 2.6880 2.6514
O -0.4119 2.4861 2.5507
O -2.3544 3.1901 1.6613
H -4.8881 4.8771 2.2227
H -4.0912 4.6499 0.6621
H -5.5243 3.7096 1.0830
H -4.0646 2.0616 1.7298
H -4.3730 2.5467 4.0888
H -3.5212 4.1029 3.9658
C 0.4742 7.6077 -2.3983
C -0.9798 7.1650 -2.4170
C -1.7810 7.5701 -1.2064
O -2.7974 6.5594 -1.1673
C -2.2613 5.4436 -1.7300
O -2.7459 4.3606 -1.6727
O -1.0937 5.7313 -2.3549
H 0.7557 8.0386 -1.4363
H 1.1431 6.7738 -2.6038
H 0.6467 8.3773 -3.1507
H -1.4625 7.4902 -3.3422
H -2.2211 8.5610 -1.2991
H -1.2093 7.5155 -0.2767
C 3.1957 4.8446 5.8771
C 2.2391 4.9491 4.7004
C 2.7511 4.3631 3.4128
O 2.0326 5.1109 2.4294
C 1.7702 6.3240 2.9790
O 1.3692 7.2654 2.3723
O 2.0293 6.3200 4.3123
H 4.1770 4.4776 5.5719
H 3.3312 5.8096 6.3629
H 2.8133 4.1412 6.6164
H 1.2652 4.5321 4.9679
H 2.5396 3.2989 3.3210
H 3.8193 4.5334 3.2534
C -7.9555 -3.8582 1.3630
C -6.4972 -4.1227 1.6999
C -6.2512 -4.6417 3.0935
O -4.9119 -4.2027 3.3451
C -4.7242 -3.0743 2.6142
O -3.8006 -2.3368 2.7403
O -5.7322 -2.9026 1.7226
H -8.5993 -3.9557 2.2386
H -8.0910 -2.8590 0.9527
H -8.3128 -4.5795 0.6285
H -6.0480 -4.7748 0.9468
H -6.3247 -5.7250 3.1638
H -6.9053 -4.1875 3.8420
*
```


# 3
Below is a molecular structure, C4H12MnN3O11S at a distorted geometry, with properties calculated with ωB97M-V/def2-TZVPD.

## Properties
ΔE to the lowest compared entry with this formula, charge and spin = 0.00 kcal per mole
⟨S²⟩ = 8.76
Largest force on an atom = 1.8 eV/Å
HOMO-LUMO gap (spin up / spin down) = 6.40 / 7.12 eV
HOMO energy (spin up / spin down) = -4.252 / -4.994 eV

The geometry in ORCA input format:
```
! RIJCOSX wB97M-V def2-TZVPD def2/J DEFGRID3
* xyz -1 6
Mn -0.0146 0.8150 0.7513
C -1.3269 3.7427 1.4709
O -0.8401 2.4736 1.4173
H -1.5712 4.1457 0.4685
H -2.2535 3.8041 2.0819
H -0.6214 4.4518 1.9466
S 2.3828 -0.2894 0.4613
O 3.3608 -0.4743 -0.6012
O 2.8290 -0.9092 1.7232
O 1.9963 1.1580 0.6856
O 1.0193 -0.8795 0.0958
C 0.4849 -2.6577 2.3874
N 0.2634 -1.3965 3.1159
O 0.6722 -1.3210 4.2469
O -0.3122 -0.4795 2.5298
H 1.3349 -3.1251 2.8712
H 0.6438 -2.4041 1.3465
H -0.3708 -3.2994 2.6161
C -1.9217 -2.5176 -0.6115
N -1.9526 -1.1340 -1.1599
O -2.1114 -0.9907 -2.3583
O -1.6826 -0.2553 -0.3773
H -2.5219 -3.1543 -1.2512
H -2.3034 -2.4838 0.4009
H -0.8691 -2.7904 -0.6528
C 0.6048 1.2245 -3.9557
N 1.0806 1.6857 -2.6242
O 0.3180 1.5337 -1.6976
O 2.2048 2.1241 -2.5660
H -0.3739 0.7761 -3.8282
H 1.3214 0.5156 -4.3519
H 0.5303 2.1108 -4.5812
*
```


# 4
Below is a molecular structure, C7H16ClI2LaNO2P at a distorted geometry, with properties calculated with ωB97M-V/def2-TZVPD.

## Properties
ΔE to the lowest compared entry with this formula, charge and spin = 8.57 kcal per mole
Largest force on an atom = 3.1 eV/Å
HOMO-LUMO gap = 7.12 eV
HOMO energy = -14.769 eV

The geometry in ORCA input format:
```
! RIJCOSX wB97M-V def2-TZVPD def2/J DEFGRID3
* xyz 2 1
I -0.1190 3.7237 -1.5569
I -0.6401 1.9633 -3.4420
La 0.1719 -0.7566 0.6753
P -2.5107 0.3268 0.3442
C -3.3216 1.5731 -0.6845
C -3.5387 -1.1557 0.0533
H -2.6568 0.1021 2.7752
H -4.1343 0.8458 2.0739
H -2.6357 1.8053 2.2629
C -3.0361 0.8095 2.0242
H -3.1931 -2.0011 0.6636
H -4.5870 -0.9276 0.2978
H -4.3969 1.5887 -0.4700
H -3.1349 1.3502 -1.7411
H -3.4741 -1.4473 -1.0040
H -2.8697 2.5520 -0.4947
C 2.3966 2.3386 -1.8135
O 3.3092 2.0467 -2.4337
Cl -0.4669 -2.3495 2.5105
C 4.6583 -1.4737 0.7782
N 4.3497 -1.0476 -0.5960
C 5.4209 -0.8488 -1.5754
C 3.1282 -0.7805 -0.9740
O 2.1341 -0.8426 -0.1451
H 5.7435 -1.6212 0.8385
H 4.1425 -2.4114 1.0209
H 4.3419 -0.7139 1.5050
H 5.2370 -1.4726 -2.4637
H 5.4362 0.2035 -1.9070
H 6.3765 -1.1120 -1.1100
H 2.9194 -0.5060 -2.0115
*
```


# 5
Below is C58H44N2O2 in the gas phase at a distorted geometry, with properties calculated with ωB97M-V/def2-TZVPD.

## Properties
Largest force on an atom = 3.0 eV/Å
HOMO-LUMO gap = 6.58 eV
HOMO energy = -7.140 eV

The geometry in ORCA input format:
```
! RIJCOSX wB97M-V def2-TZVPD def2/J DEFGRID3
* xyz 0 1
C -4.0251 0.4712 2.1266
C -2.7805 0.8947 2.5979
C -1.6354 0.1340 2.3362
C -1.7219 -1.0984 1.6812
C -0.4295 -1.9574 1.4679
C 0.3283 -2.1237 2.8012
C 1.6163 -2.9197 2.8647
C 2.2402 -3.5490 1.7745
C 3.6162 -3.7894 1.7797
C 4.3548 -3.5509 2.9403
C 3.7110 -3.0680 4.0922
C 2.3458 -2.7878 4.0654
O -0.0558 -1.5757 3.8314
C -0.7855 -3.4327 1.1773
C -1.6942 -4.1691 2.1193
C -2.2424 -3.6033 3.2799
C -3.1468 -4.2988 4.0731
C -3.4942 -5.6054 3.7217
C -2.9334 -6.1988 2.5815
C -2.0429 -5.4921 1.7787
O -0.2907 -4.0429 0.2306
C -2.9807 -1.5208 1.2403
C -4.1188 -0.7291 1.4304
H -4.9182 1.0643 2.3225
H -2.6758 1.8148 3.1705
H -0.6674 0.5085 2.6669
H 1.6674 -3.8577 0.9070
H 4.0895 -4.1777 0.8774
H 5.4279 -3.7418 2.9534
H 4.2704 -2.9165 5.0153
H 1.8357 -2.4154 4.9591
H -1.9714 -2.5911 3.5558
H -3.5714 -3.8150 4.9564
H -4.2067 -6.1534 4.3392
H -3.1949 -7.2215 2.3045
H -1.6195 -5.9362 0.8745
H -3.1179 -2.4953 0.7545
H -5.0724 -1.0849 1.0437
C -5.5899 -0.5773 -5.6597
C -4.9340 -1.8066 -5.5216
C -3.5713 -1.8390 -5.2114
C -2.8590 -0.6419 -5.0530
N -1.4396 -0.6809 -4.8534
C -0.6035 -0.4105 -5.9584
C -0.9146 0.6358 -6.8373
C -0.1856 0.7960 -8.0188
C 0.8459 -0.0980 -8.3361
C 1.1732 -1.1344 -7.4529
C 0.4734 -1.2693 -6.2515
C -0.9126 -1.1123 -3.6382
C -1.7543 -1.6677 -2.6645
C -1.2882 -1.8483 -1.3673
C -0.0284 -1.4000 -0.9830
C 0.4671 -1.3552 0.4662
C 0.9735 0.0517 0.8513
C 1.7315 0.2147 2.0209
C 2.0750 1.4762 2.4811
C 1.9542 2.5725 1.6232
N 2.3636 3.8416 2.0454
C 3.0531 4.6968 1.1465
C 2.4814 5.9331 0.8129
C 3.2109 6.8397 0.0473
C 4.5241 6.5258 -0.3292
C 5.0826 5.2781 -0.0168
C 4.3226 4.3330 0.6761
C 2.0980 4.2975 3.3467
C 2.9891 5.2009 3.9498
C 2.7400 5.6541 5.2445
C 1.5763 5.2520 5.9147
C 0.6654 4.3803 5.2974
C 0.9367 3.8812 4.0208
C 1.3904 2.4036 0.3512
C 0.7920 1.1868 0.0315
C 0.8726 -1.0227 -1.9924
C 0.4354 -0.8611 -3.2984
C -3.5285 0.5837 -5.1345
C -4.8849 0.6173 -5.4737
H -6.6532 -0.5527 -5.9133
H -5.4756 -2.7450 -5.6557
H -3.0448 -2.7875 -5.0816
H -1.7240 1.3239 -6.5949
H -0.4345 1.6175 -8.6947
H 1.4034 0.0080 -9.2689
H 1.9704 -1.8446 -7.6839
H 0.7545 -2.0452 -5.5361
H -2.7695 -1.9729 -2.9053
H -1.9521 -2.3553 -0.6815
H 1.3963 -1.9560 0.4539
H 2.0663 -0.6326 2.6140
H 2.4812 1.6019 3.4877
H 1.4689 6.1589 1.1623
H 2.7535 7.7949 -0.2269
H 5.1208 7.2622 -0.8676
H 6.1118 5.0353 -0.2980
H 4.7159 3.3386 0.9053
H 3.8775 5.5272 3.4033
H 3.4633 6.3204 5.7168
H 1.3810 5.6162 6.9260
H -0.2532 4.0804 5.8050
H 0.2437 3.1886 3.5361
H 1.3691 3.2488 -0.3384
H 0.1908 1.1310 -0.8770
H 1.9159 -0.8147 -1.7473
H 1.1326 -0.5301 -4.0625
H -2.9728 1.5052 -4.9504
H -5.3808 1.5823 -5.5945
*
```